No. 1
{"formula": "C4H12", "method": "ωB97M-V/def2-TZVPD", "total_charge": 1, "spin_multiplicity": 2, "molar_mass_g_mol": 60.1, "relative_energy_ev": 0.4471, "max_force_ev_per_a": 1.51, "s_squared": 0.754, "gap_ev": [13.348, 4.110], "symbols": ["C", "C", "H", "H", "H", "H", "H", "H", "C", "C", "H", "H", "H", "H", "H", "H"], "xyz": [[-0.005, 1.778, 2.355], [0.556, 0.958, 1.285], [-1.029, 2.197, 2.255], [-0.082, 1.244, 3.323], [0.590, 2.695, 2.530], [1.600, 1.117, 0.951], [0.128, 1.281, 0.262], [0.342, -0.086, 1.462], [-0.922, -1.098, -1.691], [0.414, -1.749, -1.956], [-0.867, -0.240, -0.980], [-1.405, -0.665, -2.573], [-1.698, -1.694, -1.205], [1.185, -1.377, -1.267], [0.797, -1.530, -2.947], [0.398, -2.832, -1.804]]}

---

No. 2
{"formula": "C4H12As4F24NOTi", "method": "ωB97M-V/def2-TZVPD", "total_charge": -2, "spin_multiplicity": 4, "molar_mass_g_mol": 893.7, "max_force_ev_per_a": 5.55, "s_squared": 3.751, "gap_ev": [4.003, 10.876], "symbols": ["Ti", "C", "C", "C", "O", "C", "N", "H", "H", "H", "H", "H", "H", "H", "H", "H", "H", "H", "H", "As", "F", "F", "F", "F", "F", "F", "As", "F", "F", "F", "F", "F", "F", "As", "F", "F", "F", "F", "F", "F", "As", "F", "F", "F", "F", "F", "F"], "xyz": [[-0.332, -0.719, 1.150], [1.262, 0.289, -2.946], [1.388, 1.751, -2.484], [1.422, 1.859, -0.891], [0.213, 1.242, -0.410], [-0.821, 2.242, -0.329], [2.552, 2.527, -3.138], [3.449, 2.096, -2.969], [2.327, 2.424, -4.117], [2.522, 3.504, -2.883], [1.324, 0.277, -4.034], [0.376, -0.284, -2.674], [2.100, -0.305, -2.582], [0.454, 2.250, -2.745], [1.446, 2.877, -0.504], [2.315, 1.280, -0.652], [-0.504, 3.240, -0.027], [-1.521, 1.976, 0.463], [-1.409, 2.267, -1.246], [-1.245, -3.591, 1.915], [-0.375, -2.863, 3.218], [-0.022, -2.979, 0.726], [-2.210, -4.373, 0.527], [-2.560, -4.151, 3.069], [-2.148, -2.070, 1.600], [-0.383, -5.129, 2.168], [-1.572, 1.347, 3.825], [-2.234, 0.616, 2.368], [-0.994, 2.727, 2.797], [-0.815, 2.049, 5.277], [-2.312, -0.010, 4.702], [-0.110, 0.375, 3.532], [-3.145, 2.282, 4.059], [-3.252, -0.859, -2.101], [-2.590, 0.704, -2.655], [-4.360, -0.947, -3.521], [-3.880, -2.485, -1.640], [-2.179, -0.880, -0.636], [-4.448, 0.046, -1.127], [-2.007, -1.753, -2.982], [3.462, -1.294, 1.160], [1.934, -0.392, 1.617], [2.739, -2.820, 1.768], [4.960, -2.109, 0.569], [4.126, 0.295, 0.464], [4.323, -1.039, 2.749], [2.735, -1.492, -0.431]]}

---

No. 3
{"formula": "C4H12BN", "method": "ωB97M-V/def2-TZVPD", "total_charge": 0, "molar_mass_g_mol": 85.0, "relative_energy_ev": 5.9520, "max_force_ev_per_a": 3.11, "gap_ev": [8.666, 9.176], "symbols": ["B", "C", "C", "C", "C", "N", "H", "H", "H", "H", "H", "H", "H", "H", "H", "H", "H", "H"], "xyz": [[-2.369, 0.048, -0.141], [1.000, 0.431, 1.262], [0.303, -1.606, -0.115], [0.869, 0.552, -1.168], [0.206, -0.082, 0.043], [-1.125, 0.302, 0.034], [-3.251, 0.789, -0.133], [-2.552, -1.105, -0.569], [1.069, 1.522, 1.233], [0.644, 0.383, 2.238], [1.978, 0.151, 1.286], [1.358, -1.849, -0.348], [-0.322, -1.992, -0.949], [-0.150, -2.191, 0.781], [0.531, -0.172, -1.886], [0.424, 1.544, -1.217], [1.917, 0.565, -1.193], [-0.529, 2.709, 0.843]]}

---

No. 4
{"formula": "C4H12BNO", "method": "ωB97M-V/def2-TZVPD", "total_charge": 0, "spin_multiplicity": 3, "molar_mass_g_mol": 101.0, "max_force_ev_per_a": 4.16, "s_squared": 2.007, "gap_ev": [6.918, 9.356], "symbols": ["B", "C", "C", "C", "C", "N", "O", "H", "H", "H", "H", "H", "H", "H", "H", "H", "H", "H", "H"], "xyz": [[-0.952, -0.127, 0.110], [-1.064, 1.305, -0.565], [2.483, -0.118, 1.024], [2.151, -0.461, -1.225], [-3.265, -0.857, 0.658], [1.923, -1.012, 0.080], [-1.856, -0.935, 0.561], [-1.670, 1.273, -1.428], [-0.087, 1.546, -0.789], [-1.597, 2.147, -0.016], [2.336, -0.463, 2.153], [3.616, -0.039, 1.186], [2.184, 0.946, 0.862], [1.783, 0.537, -1.293], [3.249, -0.462, -1.199], [1.563, -1.048, -1.930], [-3.419, -0.542, 1.662], [-3.764, -1.650, 0.199], [-3.613, -0.040, -0.052]]}

---

No. 5
{"formula": "C4H12BrHfO2S2", "method": "ωB97M-V/def2-TZVPD", "total_charge": 4, "spin_multiplicity": 2, "molar_mass_g_mol": 414.7, "max_force_ev_per_a": 7.30, "s_squared": 0.757, "gap_ev": [3.761, 3.723], "symbols": ["Hf", "Br", "C", "S", "O", "C", "H", "H", "H", "H", "H", "H", "C", "S", "O", "C", "H", "H", "H", "H", "H", "H"], "xyz": [[-3.648, -0.341, -0.282], [-0.752, -0.648, 0.007], [1.659, -3.067, -1.905], [2.143, -4.471, -0.781], [3.556, -4.710, -1.229], [2.276, -3.480, 0.800], [1.555, -3.504, -2.899], [2.485, -2.371, -2.052], [0.721, -2.648, -1.543], [1.327, -2.988, 1.013], [2.992, -2.660, 0.744], [2.553, -4.176, 1.591], [-2.619, 4.573, 0.640], [-2.017, 3.060, -0.260], [-3.061, 1.954, 0.045], [-0.523, 2.768, 0.744], [-2.713, 4.308, 1.693], [-3.527, 4.903, 0.136], [-1.920, 5.404, 0.539], [0.009, 3.662, 1.068], [0.187, 2.132, 0.215], [-0.682, 2.300, 1.716]]}

---

No. 6
{"formula": "C4H12BrNO3P", "method": "ωB97M-V/def2-TZVPD", "total_charge": -1, "molar_mass_g_mol": 233.0, "max_force_ev_per_a": 0.99, "gap_ev": 6.545, "symbols": ["N", "P", "O", "Br", "H", "H", "C", "O", "C", "C", "O", "C", "H", "H", "H", "H", "H", "H", "H", "H", "H", "H"], "xyz": [[3.009, 1.674, -2.570], [1.903, 2.471, -3.370], [1.331, 3.687, -2.299], [0.073, 1.052, -3.223], [3.879, 2.123, -2.859], [1.376, 4.486, -2.832], [0.739, 0.209, 0.515], [-0.248, 0.337, 1.540], [-1.568, 0.181, 1.060], [-2.115, -1.205, 1.337], [-1.409, -2.220, 0.643], [-0.427, -2.864, 1.428], [1.701, 0.047, 0.999], [0.530, -0.632, -0.146], [0.794, 1.122, -0.080], [-1.619, 0.408, -0.010], [-2.195, 0.907, 1.590], [-3.154, -1.249, 0.995], [-2.106, -1.403, 2.415], [-0.892, -3.589, 2.108], [0.160, -2.149, 2.009], [0.240, -3.395, 0.751]]}

---

No. 7
{"formula": "C4H12Cl4N3O6", "method": "ωB97M-V/def2-TZVPD", "total_charge": -1, "molar_mass_g_mol": 340.0, "relative_energy_ev": 1.6623, "max_force_ev_per_a": 6.89, "gap_ev": 5.752, "symbols": ["N", "H", "H", "H", "H", "N", "O", "O", "O", "N", "O", "O", "O", "Cl", "C", "C", "Cl", "H", "H", "H", "H", "Cl", "C", "C", "Cl", "H", "H", "H", "H"], "xyz": [[0.537, -1.187, -0.008], [0.363, -1.057, 0.980], [1.308, -1.830, -0.237], [0.764, -0.347, -0.538], [-0.337, -1.577, -0.380], [-1.032, -4.178, -1.269], [-0.585, -4.797, -2.264], [-1.161, -2.954, -1.201], [-0.928, -4.900, -0.231], [2.681, -4.001, -0.629], [2.506, -2.778, -0.703], [3.570, -4.520, 0.126], [1.885, -4.815, -1.142], [-3.066, 0.638, -1.300], [-2.779, 1.871, -0.100], [-2.839, 1.377, 1.350], [-1.288, 0.691, 1.957], [-3.494, 2.686, -0.204], [-1.793, 2.250, -0.366], [-3.534, 0.538, 1.359], [-3.256, 2.119, 2.027], [-0.053, 4.540, -0.405], [1.135, 3.828, 0.768], [2.177, 2.965, 0.121], [1.353, 1.599, -0.671], [0.558, 3.342, 1.554], [1.626, 4.620, 1.337], [2.917, 2.477, 0.755], [2.764, 3.399, -0.687]]}

---

No. 8
{"formula": "C4H12ClO2", "method": "ωB97M-V/def2-TZVPD", "total_charge": -1, "molar_mass_g_mol": 127.6, "relative_energy_ev": 6.1909, "max_force_ev_per_a": 14.02, "gap_ev": 7.495, "symbols": ["Cl", "C", "C", "O", "H", "H", "H", "H", "H", "H", "C", "C", "O", "H", "H", "H", "H", "H", "H"], "xyz": [[-0.679, 0.660, 2.805], [0.621, 2.182, -2.051], [-0.175, 1.808, -0.731], [0.393, 2.304, 0.417], [0.981, 3.158, -1.954], [-0.087, 2.189, -2.848], [1.511, 1.616, -2.151], [0.090, 0.763, -0.636], [-0.995, 2.020, -0.995], [0.175, 1.849, 1.081], [-0.162, -2.560, -0.050], [-0.034, -1.898, 1.268], [-1.247, -1.071, 1.445], [-1.071, -3.398, -0.040], [0.732, -3.130, -0.272], [-0.003, -2.217, -1.048], [1.030, -1.379, 1.374], [0.026, -2.482, 2.213], [-1.105, -0.415, 2.172]]}

---

No. 9
{"formula": "C4H12CsO2", "method": "ωB97M-V/def2-TZVPD", "total_charge": 1, "molar_mass_g_mol": 225.0, "relative_energy_ev": 1.3728, "max_force_ev_per_a": 2.54, "gap_ev": 8.573, "symbols": ["Cs", "C", "C", "O", "H", "H", "H", "H", "H", "H", "C", "C", "O", "H", "H", "H", "H", "H", "H"], "xyz": [[-1.938, -2.575, -1.408], [-1.231, 1.437, 4.898], [-1.435, -0.102, 4.730], [-1.215, -0.511, 3.412], [-0.297, 1.778, 4.449], [-1.178, 1.701, 5.954], [-2.100, 1.961, 4.501], [-2.415, -0.348, 5.137], [-0.618, -0.543, 5.302], [-1.511, -1.413, 3.269], [2.461, -0.395, -4.142], [1.168, 0.234, -4.732], [0.168, -0.808, -4.820], [2.760, -1.162, -4.857], [2.506, -0.889, -3.171], [3.245, 0.356, -4.049], [1.423, 0.584, -5.733], [0.851, 1.003, -4.027], [-0.644, -0.306, -4.713]]}

---

No. 10
{"formula": "C4H12CsO2", "method": "ωB97M-V/def2-TZVPD", "total_charge": 1, "molar_mass_g_mol": 225.0, "relative_energy_ev": 1.2537, "max_force_ev_per_a": 1.98, "gap_ev": 8.401, "symbols": ["Cs", "C", "C", "O", "H", "H", "H", "H", "H", "H", "C", "C", "O", "H", "H", "H", "H", "H", "H"], "xyz": [[-22.669, 29.269, -22.233], [-28.607, 25.481, -25.272], [-27.724, 25.876, -26.393], [-26.376, 25.945, -25.910], [-29.648, 25.414, -25.589], [-28.707, 26.150, -24.417], [-28.437, 24.455, -24.948], [-27.982, 26.873, -26.752], [-27.845, 25.247, -27.275], [-25.876, 26.611, -26.388], [-16.794, 31.597, -17.370], [-17.771, 30.517, -17.751], [-19.139, 31.085, -17.804], [-16.885, 31.811, -16.305], [-16.926, 32.490, -17.980], [-15.758, 31.305, -17.542], [-17.687, 29.729, -17.003], [-17.521, 30.126, -18.738], [-19.343, 31.260, -16.883]]}

---

No. 11
{"formula": "C4H12FNO2P", "method": "ωB97M-V/def2-TZVPD", "total_charge": 1, "molar_mass_g_mol": 156.1, "max_force_ev_per_a": 4.51, "gap_ev": 8.694, "symbols": ["C", "C", "C", "C", "N", "O", "O", "F", "P", "H", "H", "H", "H", "H", "H", "H", "H", "H", "H", "H", "H"], "xyz": [[2.520, -0.325, -0.702], [1.441, 1.930, -1.200], [-3.187, -2.260, 0.595], [1.742, 0.786, -0.159], [-2.038, -2.373, 1.098], [-1.625, 0.578, 1.837], [0.586, 0.324, 0.565], [-1.707, -0.255, -0.405], [-0.879, 1.040, 0.434], [3.479, -0.086, -0.920], [2.501, -1.088, 0.044], [2.049, -0.754, -1.649], [2.161, 2.691, -1.180], [0.503, 2.380, -0.885], [1.372, 1.687, -2.210], [-3.690, -3.029, 0.039], [-3.688, -1.325, 0.888], [2.275, 1.174, 0.626], [-1.653, -1.612, 1.665], [-1.324, -3.178, 1.152], [-1.521, 1.176, 2.520]]}

---

No. 12
{"formula": "C4H12IN2", "method": "ωB97M-V/def2-TZVPD", "total_charge": 1, "molar_mass_g_mol": 215.1, "relative_energy_ev": 0.0000, "max_force_ev_per_a": 3.93, "gap_ev": 10.135, "symbols": ["C", "C", "C", "C", "N", "N", "I", "H", "H", "H", "H", "H", "H", "H", "H", "H", "H", "H", "H"], "xyz": [[1.879, -2.331, 0.849], [-0.181, 1.730, 1.083], [1.018, -1.635, -0.182], [0.447, 0.810, 0.165], [0.948, 1.204, -0.966], [0.437, -0.441, 0.456], [-3.627, 0.189, -0.116], [1.292, -2.454, 1.797], [2.000, -3.283, 0.340], [2.787, -1.890, 1.130], [-1.217, 1.713, 0.822], [0.298, 2.599, 0.954], [0.042, 1.400, 2.145], [0.156, -2.287, -0.473], [1.512, -1.309, -1.072], [1.514, 0.583, -1.498], [0.829, 2.091, -1.379], [0.214, -0.700, 1.406], [-5.164, 0.705, 0.224]]}

---

No. 13
{"formula": "C4H12IO3", "method": "ωB97M-V/def2-TZVPD", "total_charge": -1, "molar_mass_g_mol": 235.0, "relative_energy_ev": 1.5590, "max_force_ev_per_a": 1.86, "gap_ev": 5.808, "symbols": ["I", "C", "C", "O", "H", "H", "H", "H", "H", "H", "C", "C", "O", "O", "H", "H", "H", "H", "H", "H"], "xyz": [[1.805, 2.823, -0.795], [6.945, -1.328, 1.358], [6.909, -0.306, 2.440], [5.530, -0.208, 2.788], [7.884, -1.610, 0.881], [6.410, -1.000, 0.467], [6.429, -2.209, 1.739], [7.158, 0.700, 2.103], [7.606, -0.538, 3.246], [5.041, 0.324, 2.157], [-7.025, 0.427, -1.927], [-5.479, 0.279, -1.812], [-4.899, 1.175, -0.872], [-7.663, 0.035, -0.699], [-7.325, -0.215, -2.756], [-7.325, 1.436, -2.209], [-5.016, 0.481, -2.778], [-5.276, -0.716, -1.416], [-4.002, 1.372, -1.152], [-7.707, -0.921, -0.763]]}